C14H17N3O3S | ωB97M-V/def2-TZVPD

Last column: Löwdin charge in e.
Cartesian coordinates (Å):
C: -0.83002 -2.69744 -2.20281  -0.03
O: 0.00258 -2.25291 -1.13796  -0.05
C: -0.54570 -2.11389 0.07448  -0.50
O: -1.69021 -2.36315 0.33553  0.11
C: 0.48780 -1.63773 1.07285  0.00
C: 0.85837 -0.14339 0.93774  -0.16
C: 1.99793 0.08715 1.94768  -0.45
O: 1.77192 0.20179 3.13289  0.08
N: 3.24661 0.07176 1.44771  0.10
C: 3.63046 0.10745 0.05076  -0.16
C: 2.47698 -0.36942 -0.82846  -0.18
N: 1.24666 0.26469 -0.39859  -0.07
C: 1.00745 1.53132 -0.84479  -0.79
S: 2.02253 2.30733 -1.90385  0.69
N: -0.06976 2.22988 -0.39167  0.05
C: -1.35630 1.76815 -0.06244  -0.26
C: -1.89217 0.63394 -0.66223  -0.03
C: -3.17174 0.22323 -0.33981  -0.07
C: -3.92572 0.94195 0.57194  -0.08
C: -3.40161 2.08582 1.15182  -0.08
C: -2.12317 2.50439 0.83608  -0.02
H: -0.49883 -3.68858 -2.51410  0.10
H: -1.86825 -2.74103 -1.87015  0.09
H: -0.72139 -1.99611 -3.02972  0.10
H: 0.08391 -1.77697 2.07610  0.14
H: 1.38011 -2.25652 0.96393  0.13
H: 0.00254 0.44724 1.27076  0.15
H: 3.97884 0.25295 2.12160  0.15
H: 4.50711 -0.52926 -0.09460  0.12
H: 3.89563 1.13365 -0.23416  0.09
H: 2.67028 -0.09535 -1.86624  0.08
H: 2.34472 -1.44881 -0.76554  0.12
H: -0.01279 3.21544 -0.61692  0.12
H: -1.30293 0.09780 -1.38999  0.11
H: -3.58126 -0.66131 -0.80157  0.11
H: -4.92256 0.61558 0.82442  0.10
H: -3.98990 2.65503 1.85570  0.10
H: -1.70811 3.39533 1.28362  0.12

M: 307.4 g mol⁻¹
structure (SMILES): COC(=O)C[C@H]1C(=O)NCCN1C(=S)Nc1ccccc1
frontier orbital gap: 8.86 eV
energy above the lowest of the compared OMol25 structures with the same formula, charge and spin: 13.7 kcal per mole

=====

CH6SSi | ωB97M-V/def2-TZVPD

Last column: Löwdin charge in e.
Cartesian coordinates (Å):
C: -1.01772 -0.81621 0.03217  -0.34
Si: 0.35976 0.21999 -0.59957  0.32
S: 2.26366 0.08534 0.48737  0.24
H: -1.91153 -0.69309 -0.48717  0.01
H: -0.77571 -1.84463 0.00365  0.02
H: -1.21600 -0.55233 1.01976  0.00
H: -0.50715 2.28330 0.64301  0.00
H: 0.55023 -0.11997 -2.03395  -0.08
H: 2.25446 1.43760 0.93472  -0.16

M: 78.2 g mol⁻¹
frontier orbital gap (alpha / beta): 8.17 / 7.66 eV
energy above the lowest of the compared OMol25 structures with the same formula, charge and spin: 72.2 kcal per mole

=====

C12H30BeN12O8 | ωB97M-V/def2-TZVPD

Last column: Löwdin charge in e.
Cartesian coordinates (Å):
Be: -0.65588 -7.12273 -29.33921  0.98
C: -4.93825 -4.87297 -26.93341  -0.84
O: -4.19152 -5.58996 -27.52699  0.03
N: -5.22998 -3.63378 -27.28085  0.17
N: -5.32558 -5.15201 -25.74821  0.17
H: -5.62607 -2.99814 -26.60323  0.11
H: -4.90217 -3.40458 -28.20827  0.12
H: -4.96562 -6.04439 -25.44130  0.13
H: -6.10512 -4.62872 -25.37596  0.12
C: -2.58423 -3.77651 -32.60385  -0.87
O: -1.88652 -4.50888 -32.04030  0.07
N: -2.37297 -3.01034 -33.65919  0.17
N: -3.79829 -3.72370 -32.25758  0.17
H: -1.55959 -2.96138 -34.25594  0.12
H: -2.95356 -2.18816 -33.74310  0.11
H: -4.41935 -3.24618 -32.89505  0.12
H: -4.09621 -4.56218 -31.77979  0.13
C: -4.42243 -9.27654 -32.12329  -0.86
O: -3.79188 -8.53745 -31.41133  0.02
N: -4.88080 -10.35234 -31.62321  0.18
N: -4.72840 -9.08248 -33.34148  0.18
H: -4.77038 -10.58035 -30.64550  0.13
H: -5.08605 -11.13559 -32.22695  0.12
H: -4.47500 -8.17718 -33.71069  0.13
H: -5.31059 -9.68356 -33.90705  0.13
C: 0.03882 -6.87849 -24.23566  -0.78
O: -0.06721 -7.48076 -25.30194  0.00
N: 0.81475 -7.18237 -23.28354  0.19
N: -0.84208 -5.92904 -23.96302  0.16
H: 1.24806 -8.09371 -23.24122  0.14
H: 0.96473 -6.54804 -22.51202  0.13
H: -1.55223 -5.75065 -24.65869  0.12
H: -0.77890 -5.59459 -23.01210  0.11
C: -3.02950 -10.82703 -26.98708  -0.81
O: -2.19775 -10.44993 -27.75407  0.04
N: -3.00112 -11.99064 -26.44338  0.18
N: -4.17144 -10.21209 -26.77818  0.17
H: -2.23930 -12.62337 -26.64179  0.13
H: -3.79211 -12.35471 -25.93162  0.12
H: -4.37708 -9.38963 -27.32717  0.12
H: -4.73950 -10.37446 -25.95900  0.11
C: -0.22186 -2.42670 -27.70276  -0.84
O: -0.17424 -3.57371 -27.96274  0.04
N: -0.01444 -1.53211 -28.59752  0.17
N: -0.22171 -1.93885 -26.47442  0.17
H: -0.05474 -1.81314 -29.56680  0.13
H: -0.09814 -0.56124 -28.33198  0.12
H: -0.01103 -2.50402 -25.66430  0.12
H: -0.51204 -0.97148 -26.47562  0.11
C: 0.38345 -8.53073 -34.25997  0.06
C: 0.29030 -8.38963 -35.58970  0.02
C: -0.24554 -9.42311 -36.34487  -0.17
C: -0.57915 -10.73038 -35.83355  0.06
C: -0.27884 -10.89137 -34.49174  0.03
C: 0.05539 -9.79482 -33.69767  -0.25
O: 0.19631 -9.98469 -32.39802  0.15
O: -0.45730 -9.23640 -37.72560  0.11
H: 0.74611 -7.74307 -33.61619  0.15
H: 0.41150 -7.41869 -36.04685  0.15
H: -0.82629 -11.57038 -36.46580  0.14
H: -0.41734 -11.91146 -34.16522  0.14
H: 0.29059 -10.86286 -32.02182  0.15
H: -0.69522 -9.93709 -38.33719  0.13

M: 479.5 g mol⁻¹
frontier orbital gap: 2.36 eV
net charge: +2
energy above the lowest of the compared OMol25 structures with the same formula, charge and spin: 252.5 kcal per mole

=====

C4H6N2 | ωB97M-V/def2-TZVPD

Last column: Löwdin charge in e.
Cartesian coordinates (Å):
N: -2.90604 0.10261 -1.24423  0.12
C: -1.80768 -0.22518 -0.84797  -0.29
N: -0.46556 -0.65570 -0.63076  -0.09
C: 0.60603 0.31197 -0.79421  -0.20
C: 1.06307 0.26002 0.75271  -0.10
C: -0.35463 -0.46962 0.95304  -0.07
H: 1.49944 -0.05912 -1.37938  0.11
H: 0.17254 1.32103 -1.35335  0.17
H: 1.56523 1.11667 0.94023  0.05
H: 1.92465 -0.32081 0.82772  0.07
H: -1.29129 0.04051 1.33251  0.12
H: -0.00578 -1.42239 1.44369  0.11

M: 82.1 g mol⁻¹
structure (SMILES): N#CN1CCC1
frontier orbital gap: 10.72 eV
energy above the lowest of the compared OMol25 structures with the same formula, charge and spin: 94.8 kcal per mole

=====

no.,E (Ha)
1,-1331.901410
2,-729.261601
3,-1748.303162
4,-265.384432